C45H96BrIN2O11 | ωB97M-V/def2-TZVPD

```
156
Properties=species:S:1:pos:R:3:forces:R:3:lowdin_charge:R:1
C -2.538822 3.044414 4.234172 0.1 -0.7 -1.1 -0.12
C -2.076269 3.384295 2.685751 1.0 0.5 -3.3 -0.20
C -2.734121 4.592822 1.795156 3.3 -3.1 -1.6 -0.03
C -2.178613 4.767612 0.238761 1.0 -2.3 2.2 -0.03
C -1.009631 3.796843 -0.427497 -1.6 -0.5 3.9 -0.01
C -0.340899 2.558265 0.474638 -3.4 2.9 1.3 -0.13
C 0.797747 1.546730 -0.160835 0.0 0.9 0.8 -0.09
C 0.154256 0.100995 -0.701339 -1.6 -0.1 0.1 -0.32
C -0.282205 -0.863618 0.547631 -0.1 -1.4 -0.1 -0.18
C 0.882928 -1.858804 1.117460 1.2 -0.2 -1.4 -0.66
C 2.397962 -1.241310 1.137288 0.6 0.5 1.3 -0.16
Br 0.406905 -2.319400 3.027102 0.2 0.1 -1.1 0.61
N -1.218193 0.370309 -1.354750 0.6 2.4 -2.2 0.06
C -1.054072 1.130750 -2.650084 -1.1 1.6 -0.4 -0.24
O -1.826448 2.023529 -3.281183 4.4 -5.5 3.9 -0.05
C 0.401896 0.497926 -3.177995 -0.9 0.2 -1.6 -0.15
C 1.534866 1.593696 -3.737958 -1.1 0.3 -0.6 -0.23
N 2.924171 1.000559 -3.854544 -0.8 -0.8 1.1 -0.04
C 0.921906 -0.589466 -2.017836 0.1 1.2 0.0 -0.15
C 0.605497 -2.180314 -2.249716 0.1 -1.0 0.6 -0.15
C 0.569119 -2.669430 -3.812052 5.5 -2.1 -2.7 -0.65
O 1.613712 -3.135265 -4.505159 -6.8 3.2 4.8 -0.12
I -1.410454 -2.593137 -4.840702 1.3 0.0 0.8 0.74
C -0.920610 2.430153 2.019289 -1.1 2.0 -2.1 -0.01
H -3.725065 2.997439 4.301488 2.6 0.4 -0.1 0.09
H -2.068276 3.801384 5.006365 -1.1 -1.6 -1.6 0.09
H -2.161110 1.938522 4.446351 -0.7 2.5 -0.3 0.08
H -3.593469 5.265666 2.263606 2.1 -1.6 -1.3 0.09
H -2.676888 5.633024 -0.398976 1.4 -2.1 1.2 0.08
H -0.722987 4.011961 -1.546918 -0.6 -0.6 2.5 0.08
H 1.603479 1.390857 0.690079 -1.7 0.1 -1.8 0.11
H 1.336889 2.150840 -1.013251 -1.2 -1.3 1.5 0.11
H -1.151851 -1.568756 0.133339 1.9 1.5 0.9 0.13
H -0.742846 -0.297380 1.462818 1.0 -0.7 -2.0 0.08
H 0.955449 -2.903609 0.544002 -0.5 2.4 1.4 0.08
H 3.239177 -2.063649 1.325205 -2.1 1.6 -0.5 0.09
H 2.702385 -0.620231 0.193687 -0.8 -1.4 1.6 0.07
H 2.493233 -0.500477 2.068578 -0.3 -1.5 -2.1 0.09
H -1.987284 0.644808 -0.707468 0.9 0.1 -0.8 0.14
H 0.046604 0.037425 -4.220628 0.9 0.3 2.5 0.11
H 1.188921 1.866256 -4.846878 0.7 -0.6 2.5 0.13
H 1.494652 2.619396 -3.146184 0.4 -2.3 -1.1 0.12
H 2.834912 0.003745 -4.210705 0.1 1.7 0.4 0.09
H 3.374607 0.881836 -2.906131 -0.8 0.4 -1.3 0.07
H 2.095472 -0.582671 -1.908967 -2.5 0.4 -0.3 0.12
H 1.500229 -2.779558 -1.734260 -1.9 1.2 -1.4 0.13
H -0.375357 -2.563601 -1.697417 1.9 1.1 -1.5 0.12
H -0.493137 1.553860 2.674127 -0.9 2.0 -1.3 0.08
C 3.383211 -6.687543 0.358391 0.0 -0.1 -0.4 -0.06
C 3.225638 -5.351669 1.066999 0.0 -0.7 0.4 -0.50
C 3.755294 -5.413760 2.490794 0.1 0.3 0.2 -0.05
O 1.847314 -4.989532 1.091219 -0.3 0.1 -0.1 -0.10
H 2.819652 -7.473436 0.873711 0.1 0.1 0.1 0.08
H 2.986582 -6.631401 -0.661057 0.1 0.1 0.1 0.08
H 4.434758 -6.986660 0.309185 -0.1 0.0 0.0 0.08
H 3.758952 -4.574042 0.509496 -0.3 0.0 0.0 0.13
H 3.204924 -6.154503 3.081772 0.1 -0.1 -0.2 0.06
H 3.624065 -4.449068 2.992576 0.1 0.0 -0.1 0.07
H 4.817993 -5.674712 2.505655 -0.1 0.0 0.0 0.08
H 1.365931 -5.674476 1.584357 0.3 0.3 -0.2 0.10
C -3.042285 -4.512643 4.591865 0.0 -0.1 0.3 -0.06
C -4.129931 -3.933533 3.701262 0.6 -0.2 -0.4 -0.49
C -4.238518 -4.697391 2.391182 -0.2 0.0 0.1 -0.07
O -3.837715 -2.565616 3.427549 0.0 0.3 0.1 -0.07
H -2.062582 -4.450441 4.104940 -0.1 -0.1 -0.1 0.06
H -2.967221 -3.945338 5.525819 -0.1 -0.1 -0.1 0.07
H -3.246368 -5.560248 4.833767 0.1 0.1 0.0 0.08
H -5.090895 -3.964598 4.226161 0.1 0.2 -0.1 0.14
H -3.301212 -4.641754 1.826181 0.1 0.0 0.2 0.08
H -5.016680 -4.261914 1.755211 0.1 -0.1 0.3 0.07
H -4.478435 -5.750568 2.566976 0.0 0.3 -0.1 0.07
H -2.985991 -2.528377 2.961454 -0.3 -0.1 0.2 0.06
C -5.615963 -8.108821 -0.850620 0.3 -0.2 0.0 -0.07
C -6.388175 -7.584872 0.349664 -0.2 0.3 -0.7 -0.49
C -7.871692 -7.458255 0.041888 -0.3 -0.1 0.2 -0.07
O -5.872732 -6.309503 0.722840 -0.1 -0.1 -0.1 -0.09
H -5.707086 -7.426771 -1.703432 -0.1 -0.1 0.1 0.08
H -4.548101 -8.183095 -0.618477 -0.2 0.0 0.0 0.08
H -5.978303 -9.096300 -1.152681 0.1 0.1 0.0 0.08
H -6.245235 -8.258139 1.201846 0.1 0.3 0.0 0.14
H -8.042835 -6.753116 -0.779301 0.1 -0.1 0.0 0.08
H -8.412995 -7.068398 0.910588 0.1 -0.1 -0.1 0.08
H -8.301773 -8.426170 -0.233461 0.0 0.1 0.0 0.08
H -5.995472 -5.705093 -0.027951 0.0 -0.3 0.3 0.10
C 1.776002 -10.596260 4.693909 0.0 -0.3 -0.2 -0.07
C 2.788012 -9.468505 4.569337 -0.5 0.0 0.5 -0.50
C 3.040597 -8.799872 5.911243 0.3 0.1 0.1 -0.06
O 2.303986 -8.499752 3.642653 -0.1 0.3 -0.3 -0.08
H 0.810225 -10.218843 5.048330 0.1 0.0 0.1 0.08
H 1.594899 -11.060143 3.718329 0.1 0.0 0.1 0.08
H 2.126402 -11.366162 5.388255 -0.1 0.1 -0.1 0.08
H 3.729724 -9.861275 4.170781 -0.2 0.2 -0.1 0.14
H 2.119644 -8.358730 6.308866 0.0 -0.2 0.0 0.08
H 3.761493 -7.982271 5.804131 0.0 -0.2 0.0 0.08
H 3.428889 -9.515828 6.642188 -0.1 0.1 0.0 0.08
H 1.467916 -8.145522 3.988443 0.4 -0.2 -0.1 0.09
C 6.480511 2.668287 -6.216799 0.1 -0.1 -0.3 -0.07
C 6.322939 4.004161 -5.508190 -0.2 -0.6 0.3 -0.50
C 6.852594 3.942070 -4.084396 0.2 0.3 0.2 -0.07
O 4.944614 4.366296 -5.483971 -0.2 0.2 0.0 -0.07
H 5.916952 1.882393 -5.701479 0.1 0.1 0.1 0.08
H 6.083882 2.724429 -7.236247 0.1 0.1 0.1 0.08
H 7.532058 2.369168 -6.266005 -0.1 0.0 0.0 0.08
H 6.856252 4.781787 -6.065694 -0.3 0.0 0.1 0.14
H 6.302224 3.201326 -3.493418 0.1 -0.1 -0.2 0.08
H 6.721365 4.906761 -3.582614 0.1 -0.1 -0.1 0.07
H 7.915293 3.681116 -4.069535 -0.1 0.0 0.0 0.08
H 4.463231 3.681354 -4.990832 0.2 0.2 -0.2 0.08
C -3.072062 9.348324 -2.602342 -0.3 0.1 0.2 -0.07
C -1.914844 8.486696 -2.122799 0.0 0.2 -0.8 -0.50
C -0.596848 8.941643 -2.729008 0.2 -0.2 0.3 -0.06
O -2.156320 7.128800 -2.482401 -0.1 -0.1 0.2 -0.08
H -3.183407 9.284684 -3.690614 0.2 0.0 0.1 0.08
H -4.015766 9.001637 -2.167635 0.1 0.1 0.0 0.08
H -2.923909 10.397074 -2.326994 0.0 -0.1 -0.1 0.08
H -1.851755 8.529989 -1.030059 0.0 -0.2 -0.1 0.14
H -0.620398 8.863589 -3.821810 -0.1 0.1 0.0 0.08
H 0.225151 8.304883 -2.384786 -0.4 0.4 -0.1 0.05
H -0.374387 9.978209 -2.457551 0.0 -0.1 0.0 0.08
H -2.213783 7.080810 -3.451141 0.1 -0.2 0.2 0.06
C 4.442386 8.194828 -3.350045 0.1 0.1 -0.3 -0.06
C 3.492566 8.805118 -2.331760 0.4 -0.6 0.2 -0.49
C 4.047020 8.693756 -0.920462 0.0 0.3 0.3 -0.07
O 2.235147 8.137396 -2.399228 0.2 -0.1 0.0 -0.08
H 4.596821 7.128207 -3.151925 0.0 0.1 0.1 0.07
H 4.024738 8.271142 -4.359741 0.1 0.0 0.2 0.08
H 5.414348 8.697500 -3.334071 -0.1 -0.1 0.0 0.08
H 3.317730 9.858441 -2.576458 -0.2 -0.2 0.0 0.14
H 4.187449 7.644797 -0.636155 0.1 0.1 -0.1 0.08
H 3.347393 9.125868 -0.196972 0.1 0.0 -0.1 0.08
H 5.007153 9.211327 -0.831527 -0.1 -0.1 0.0 0.08
H 2.380739 7.201316 -2.183313 0.0 0.4 -0.1 0.10
C -2.525392 4.980356 -7.281000 -0.3 0.1 -0.1 -0.06
C -1.587050 5.876576 -6.488651 0.2 -0.6 -0.1 -0.49
C -0.131374 5.571179 -6.803804 0.3 0.3 0.0 -0.06
O -1.818208 5.687702 -5.094952 -0.1 0.1 0.2 -0.07
H -2.360879 3.925367 -7.034593 0.1 0.1 0.0 0.08
H -3.569221 5.202986 -7.034833 0.2 0.0 -0.1 0.08
H -2.383261 5.113942 -8.357846 0.0 0.0 0.1 0.08
H -1.800605 6.926459 -6.716853 0.0 -0.1 0.2 0.14
H 0.118066 4.537108 -6.540474 -0.1 0.0 -0.1 0.08
H 0.532616 6.215147 -6.217239 -0.1 0.0 -0.1 0.08
H 0.082653 5.722414 -7.866332 0.0 -0.1 0.1 0.08
H -1.630999 4.758088 -4.883214 -0.1 0.3 0.0 0.10
C -1.422031 -2.899563 8.903377 0.3 -0.1 0.1 -0.07
C -2.109899 -1.562929 9.130894 -0.3 -0.4 -0.4 -0.50
C -3.599674 -1.741118 9.376658 -0.2 0.2 0.2 -0.07
O -1.915639 -0.731444 7.989667 0.1 0.2 -0.1 -0.06
H -1.831671 -3.406215 8.022308 -0.1 0.0 0.1 0.07
H -0.352663 -2.754865 8.715619 -0.1 0.0 0.1 0.08
H -1.539674 -3.556708 9.770535 0.0 0.0 -0.1 0.08
H -1.653674 -1.055222 9.987649 0.0 0.1 -0.3 0.14
H -4.086573 -2.206708 8.512356 0.1 -0.1 0.1 0.08
H -4.083800 -0.770128 9.526444 0.1 -0.1 0.0 0.08
H -3.782735 -2.363547 10.257974 0.0 0.0 -0.1 0.08
H -2.317669 -1.174380 7.224003 0.1 0.2 0.3 0.09
```
Positions in Å, forces in eV/Å.

Values from the calculation:
Structure (SMILES) ... Cc1cccc(C[C@@]2(C[C@@H](C)Br)NC(=O)[C@@H](CN)[C@@H]2CC(=O)I)c1.CC(C)O.CC(C)O.CC(C)O.CC(C)O.CC(C)O.CC(C)O.CC(C)O.CC(C)O.CC(C)O
Frontier orbital gap ... 7.8 eV
Charge ... 0